# 1
The following is a quantum chemistry calculation of the molecule C22H25NO4, from the Open Molecules 2025 dataset.

Relative energy (zero: lowest compared OMol25 entry of this formula, charge and spin), kJ/mol: 261.6
Gap between HOMO and LUMO, hartree: 0.3150

```
! RIJCOSX wB97M-V def2-TZVPD def2/J DEFGRID3
* xyz 0 1
C 4.85578 2.57903 -1.74474
H 5.19221 3.32098 -1.01335
O 4.31857 1.43923 -1.11932
C 5.10638 0.70699 -0.28434
C 6.43847 1.01384 -0.03065
C 7.18967 0.25353 0.84885
C 6.61673 -0.82217 1.50100
C 5.29318 -1.13120 1.25741
C 4.51331 -0.39854 0.36301
C 3.13410 -0.81922 0.16825
C 2.30606 -0.48682 -0.82341
C 0.96250 -1.10428 -0.98477
O 0.72866 -1.82445 -1.94231
N 0.04289 -0.86352 -0.01942
C 0.16204 0.13764 1.01152
H 1.19167 0.49029 1.06400
C -0.78240 1.29960 0.70275
C -2.17449 0.79221 0.45578
C -2.38743 -0.51441 0.04103
C -3.68560 -0.93384 -0.22450
C -4.78423 -0.10084 -0.07778
C -4.57109 1.22041 0.35891
C -3.26728 1.63040 0.60819
H -3.12745 2.65030 0.93175
O -5.50540 2.19051 0.57475
C -6.87899 1.94939 0.37343
H -7.37045 2.88834 0.62920
H -7.25117 1.15549 1.02425
H -7.09832 1.69597 -0.66574
O -6.07117 -0.50840 -0.34172
C -6.28428 -1.81837 -0.80158
H -7.36014 -1.90039 -0.95091
H -5.77344 -2.00264 -1.75198
H -5.96588 -2.56348 -0.06514
H -3.82808 -1.94573 -0.56775
C -1.25860 -1.50205 -0.11907
C -1.36347 -2.63367 0.91417
H -0.52473 -3.31513 0.79404
H -1.35543 -2.23449 1.92602
H -2.28577 -3.18913 0.77405
H -1.29867 -1.94557 -1.12194
H -0.77940 2.01645 1.52525
H -0.42740 1.81711 -0.19392
H -0.10766 -0.30883 1.97442
H 2.62630 0.12943 -1.64754
H 2.77770 -1.51269 0.92319
H 4.84139 -1.97291 1.76246
H 7.19530 -1.41413 2.19346
H 8.22338 0.51197 1.02332
H 6.90702 1.85251 -0.52074
H 5.68431 2.32164 -2.41223
H 4.04113 2.99975 -2.33281
*
```

***

# 2
The following is a quantum chemistry calculation of a structure of composition C22H26BeBr3Cl8CsF6N2O9PS, from the Open Molecules 2025 dataset.

Gap between HOMO and LUMO, hartree: 0.1086

```
! RIJCOSX wB97M-V def2-TZVPD def2/J DEFGRID3
* xyz 1 1
C -4.46019 5.07868 -4.78691
C -3.31864 5.45976 -5.74561
C -2.56256 4.27044 -6.34678
C -2.16416 3.16223 -5.35289
C -1.70407 3.66515 -4.00318
C -2.35905 3.13397 -2.84624
C -2.04870 3.53682 -1.59589
C -1.05329 4.52612 -1.48908
N -0.63185 5.12418 -0.36554
S 0.46201 6.21859 -0.74017
N 0.56916 6.08487 -2.38512
C -0.34766 5.10279 -2.65202
C -0.71816 4.61136 -3.94366
H -5.34620 5.69149 -4.90031
H -4.11637 5.25706 -3.76606
H -4.71943 4.01995 -4.83297
H -3.71740 6.07473 -6.55341
H -2.58684 6.09926 -5.24791
H -1.62680 4.66287 -6.76625
H -3.08358 3.83633 -7.19998
H -2.94210 2.41068 -5.23211
H -1.29830 2.63529 -5.77527
H -3.13357 2.39950 -3.01984
H -2.56127 3.10695 -0.74885
H -0.29606 4.97149 -4.86602
O -5.94771 6.93332 -2.88141
H -5.07287 7.31044 -2.74636
H -6.17553 6.55333 -2.02654
C 0.62237 1.72745 -2.85424
O 1.67968 1.06498 -2.16213
C 1.25192 0.09993 -1.31848
O 0.09793 -0.18298 -1.14389
O 2.30383 -0.44106 -0.73625
C 1.98332 -1.48180 0.21425
H 1.07454 2.48118 -3.49801
H 0.06534 1.03191 -3.47913
H -0.04605 2.22138 -2.14837
H 1.46709 -2.29760 -0.28141
H 1.37758 -1.08000 1.02229
H 2.91825 -1.83976 0.61996
Be 1.11588 4.65284 -6.33376
F 5.65581 -1.99070 5.21869
P 4.78973 -1.68212 3.91601
F 5.16622 -3.23926 3.50949
F 6.40973 -1.30855 3.17751
F 4.62037 -0.17111 3.41081
F 3.63999 -1.35156 5.04125
F 3.51396 -2.05196 2.95553
C 1.03831 -1.89981 8.50352
Br 2.13333 -1.88551 6.91566
Br 1.94480 -2.70610 9.99326
Br 0.42113 -0.12495 8.92360
H 0.16266 -2.50019 8.30012
C 3.33013 -6.29343 7.46810
Cl 2.46426 -4.84700 6.91187
Cl 4.94217 -6.30705 6.75080
Cl 3.46409 -6.26804 9.22481
Cl 2.44669 -7.74348 6.96719
C -4.63824 0.09143 -0.50441
Cl -5.65528 -0.12913 0.91420
Cl -4.48863 -1.43029 -1.37706
Cl -5.36594 1.31387 -1.56529
Cl -3.02979 0.63858 -0.00175
C 0.32447 -5.07728 0.84028
C 1.29600 -4.87085 1.74001
C 1.67108 -5.91762 2.76241
O 2.57820 -5.66084 3.53193
C 0.93354 -7.16619 2.77215
C -0.04066 -7.37035 1.87391
C -0.39874 -6.33657 0.83848
O -1.28322 -6.60728 0.04848
O -0.75723 -8.48471 1.82475
O 2.00172 -3.74618 1.80447
H 0.04554 -4.33816 0.10217
H 1.19948 -7.90245 3.51757
H -1.38674 -8.37344 1.08626
H 2.63153 -3.86327 2.54616
O 6.18534 -2.30745 1.77986
H 6.70566 -2.32140 0.92801
Cs 2.17064 4.28876 -1.69412
*
```

***

# 3
The following is a quantum chemistry calculation of a structure of composition C22H26BrN9O5Ti, from the Open Molecules 2025 dataset.

Relative energy (zero: lowest compared OMol25 entry of this formula, charge and spin), kJ/mol: 121.5
Gap between HOMO and LUMO (alpha / beta), hartree: 0.1786 / 0.1784

```
! RIJCOSX wB97M-V def2-TZVPD def2/J DEFGRID3
* xyz -2 1
Ti -1.76946 0.42782 -0.12333
O 2.39400 2.11825 2.90400
C 2.25857 0.85118 3.32237
C 3.22365 0.32441 4.18155
C 3.12514 -0.98219 4.63240
C 2.06424 -1.78618 4.22998
C 1.10857 -1.26697 3.36966
C 1.18582 0.04321 2.90751
C 0.16704 0.54453 1.96125
O -0.74002 -0.24708 1.51059
N 0.25622 1.77831 1.54260
N -0.72213 1.97746 0.58755
C -0.98410 3.25193 0.24319
C -2.03525 3.34624 -0.63342
C -2.57957 4.54350 -1.17879
C -3.66114 4.49375 -1.99043
C -4.24852 3.22813 -2.28683
C -3.68965 2.10529 -1.76025
N -2.59084 2.10849 -0.95548
H 1.61968 2.30019 2.28821
H 4.04470 0.96421 4.48150
H 3.88349 -1.37460 5.30089
H 1.98729 -2.80922 4.57640
H 0.27526 -1.86581 3.02319
H -0.40489 4.07255 0.64176
H -2.10132 5.48248 -0.92686
H -4.07846 5.40213 -2.41012
H -5.12060 3.14682 -2.92110
H -4.10945 1.12824 -1.95702
N -1.00933 -1.39811 -3.71691
C -2.21628 -0.66160 -3.31782
C -3.07564 -1.42201 -2.31343
O -3.76620 -2.37066 -2.71462
N -3.05942 -0.94322 -1.05835
C -4.00157 -1.54728 -0.12860
C -4.21093 -0.59826 1.04390
O -5.14352 -0.75088 1.82201
O -3.31790 0.33910 1.13499
H -0.30703 -0.71016 -3.97564
H -1.20237 -1.98700 -4.51516
H -2.86758 -0.44788 -4.17381
H -1.89181 0.30256 -2.92092
H -3.63033 -2.49598 0.28031
H -4.95269 -1.78112 -0.61060
Br 0.45722 1.89544 -3.07841
C 3.95800 -0.18545 0.24884
C 4.11585 -1.63844 -0.19373
C 3.81037 -2.59471 0.95470
C 3.26854 -1.95322 -1.43198
N 1.84609 -1.79751 -1.20028
C 1.11802 -0.68633 -1.20712
N -0.09989 -1.01483 -0.86008
N -0.11145 -2.34191 -0.63969
N 1.05375 -2.82803 -0.84320
H 4.63817 0.03772 1.07262
H 2.94828 0.01167 0.61454
H 4.16055 0.51192 -0.56721
H 5.15372 -1.79111 -0.51499
H 2.78176 -2.47239 1.29724
H 4.45918 -2.38733 1.80764
H 3.94405 -3.63725 0.65558
H 3.42160 -2.98295 -1.75340
H 3.53888 -1.28716 -2.25207
H 1.43164 0.30730 -1.50539
*
```

***

# 4
The following is a quantum chemistry calculation of a structure of composition C22H26Cl2N5O2Rb, from the Open Molecules 2025 dataset.

Relative energy (zero: lowest compared OMol25 entry of this formula, charge and spin), kJ/mol: 84.2
Gap between HOMO and LUMO, hartree: 0.2394

```
! RIJCOSX wB97M-V def2-TZVPD def2/J DEFGRID3
* xyz 0 1
Rb -0.85494 -1.20713 1.05042
C -2.32656 0.64302 -1.96571
C -1.37177 1.65014 -1.93791
C -1.32858 2.53258 -0.86872
C -2.22666 2.39940 0.18555
C -3.18090 1.39100 0.15688
C -3.23485 0.51851 -0.92537
H -2.34510 -0.05750 -2.79025
H -0.64804 1.72646 -2.73814
H -0.59538 3.33114 -0.85913
H -2.19723 3.09173 1.01859
H -3.88886 1.29183 0.97081
H -3.98122 -0.26617 -0.95084
N 2.41044 0.40501 3.32215
C 3.70927 1.03281 2.91398
C 4.26422 0.33565 1.67795
C 3.40767 0.55457 0.43462
N 2.15333 -0.17551 0.58161
C 3.12691 2.04146 0.21679
C 2.59764 2.78360 1.44810
N 1.21030 2.39553 1.78116
C 3.48874 2.52104 2.66529
H 2.39596 -0.66179 3.20739
H 1.68197 0.80569 2.70253
H 2.17655 0.63379 4.28523
H 4.40491 0.89302 3.74240
H 4.37056 -0.73539 1.86898
H 5.26803 0.73259 1.50647
H 3.98449 0.20265 -0.43103
H 2.35514 -1.15298 0.77955
H 1.62305 -0.17865 -0.29540
H 2.42464 2.15343 -0.61474
H 4.05611 2.52966 -0.09114
H 2.64835 3.85504 1.22535
H 0.69361 2.14671 0.94543
H 0.72369 3.16812 2.22064
H 3.05596 2.99691 3.55069
H 4.46592 2.98290 2.50475
Cl 1.89964 0.00292 -3.46503
C 1.04324 -1.51605 -3.34945
C 1.15313 -2.42727 -4.40354
C 0.51725 -3.63306 -4.34242
Cl 0.66851 -4.74849 -5.67676
C -0.25337 -3.98373 -3.20773
C -0.92066 -5.21981 -3.06164
C -1.62760 -5.47622 -1.92323
C -1.67501 -4.49146 -0.92082
N -1.07755 -3.32892 -1.01917
C -0.36424 -3.05377 -2.14365
C 0.29397 -1.75076 -2.19057
O 0.18147 -0.92296 -1.23365
H 1.74793 -2.17003 -5.26939
H -0.85715 -5.95157 -3.85536
H -2.14254 -6.41664 -1.78151
H -2.22559 -4.67944 -0.00384
O 2.19977 -2.20843 3.06574
C 0.98627 -2.29972 3.28924
N -0.16865 -2.35336 3.48915
*
```

***

| no. | maximum force (hartree/bohr) | M (g mol⁻¹) |
| --- | --- | --- |
| 1 | 0.01140 | 367.44 |
| 2 | 0.11876 | 1304.74 |
| 3 | 0.02333 | 624.28 |
| 4 | 0.01301 | 548.86 |